[1]
C39H59AsN4O3PPd | ωB97M-V/def2-TZVPD

## Properties
Calculated total energy = -4670.94880 a.u.
2S+1 = 1
Charge = +1
Kohn-Sham gap (alpha / beta) = 6.6 / 6.6 eV

Geometry as XYZ:
```
108
Properties=species:S:1:pos:R:3:forces:R:3
Pd 0.220353 0.047217 0.459397 0.235 -0.163 -0.366
C -3.124453 0.474821 -0.065368 0.011 0.022 0.002
O -2.163703 -0.335437 0.606480 -0.079 0.055 0.178
C -2.699613 -1.597020 0.979433 0.030 -0.013 -0.039
C -1.558586 -2.476146 1.441058 -0.047 0.001 0.054
O -0.558061 -2.378183 0.451517 -0.316 -0.186 0.010
C 0.570278 -3.209285 0.633616 0.098 0.149 0.033
C 1.540812 -2.803666 -0.444253 0.055 -0.109 -0.019
O 1.827133 -1.414199 -0.299019 -0.150 -0.062 0.087
C 2.620328 -0.921481 -1.375216 0.189 0.105 -0.084
H -3.940805 0.738245 0.613066 -0.002 -0.014 -0.021
H -3.521045 -0.053594 -0.937076 0.000 0.043 0.008
H -2.616404 1.382600 -0.386263 -0.006 -0.012 -0.012
H -3.198342 -2.035203 0.105649 0.053 -0.018 0.029
H -3.440437 -1.478483 1.778658 0.021 -0.010 -0.031
H -1.912925 -3.508091 1.555570 0.021 0.021 -0.018
H -1.163926 -2.144075 2.411605 -0.007 0.034 -0.016
H 0.303481 -4.266369 0.527613 -0.002 0.030 -0.029
H 1.001079 -3.049231 1.632432 0.007 0.005 -0.043
H 1.108813 -2.992868 -1.434555 -0.022 0.011 0.092
H 2.469770 -3.377041 -0.350385 -0.021 0.037 -0.023
H 3.586640 -1.433055 -1.389193 -0.039 -0.021 0.007
H 2.766839 0.139821 -1.192094 -0.009 -0.057 -0.008
H 2.108145 -1.086166 -2.329011 -0.005 0.000 0.033
C -6.355144 -1.622800 -3.446190 -0.026 -0.013 0.009
C -5.463010 -0.723483 -4.011669 0.020 0.036 -0.028
C -4.097598 -0.898543 -3.847773 -0.006 0.048 0.012
C -3.602566 -1.978577 -3.119187 0.037 -0.059 0.019
C -4.502864 -2.875131 -2.555365 -0.009 -0.092 -0.012
C -5.870949 -2.699995 -2.721869 -0.022 -0.015 0.005
As -1.671735 -2.019351 -2.794144 0.067 0.195 0.083
C -1.297859 -3.925114 -2.602625 -0.049 0.041 0.036
C -0.398974 -4.590226 -3.429958 -0.003 0.003 -0.049
C -0.044432 -5.908662 -3.172139 0.033 -0.012 -0.052
C -0.586189 -6.582124 -2.089494 -0.013 -0.030 0.018
C -1.478596 -5.926000 -1.252912 -0.011 0.003 0.020
C -1.817271 -4.604519 -1.500637 0.048 -0.031 0.036
C -1.075576 -1.695321 -4.613289 0.004 -0.018 0.032
C -1.587317 -2.379597 -5.713835 -0.049 -0.017 0.013
C -1.137176 -2.083118 -6.988662 -0.005 -0.012 -0.026
C -0.175095 -1.097311 -7.176973 -0.013 -0.021 -0.048
C 0.334402 -0.409500 -6.089920 0.021 0.023 0.049
C -0.117490 -0.708746 -4.809068 0.077 0.021 -0.042
H -7.420107 -1.488903 -3.577936 -0.018 0.002 0.000
H -5.827619 0.115871 -4.588835 -0.021 0.010 -0.011
H -3.415839 -0.191105 -4.306869 0.023 -0.005 0.012
H -4.154600 -3.742054 -2.007765 -0.014 0.049 -0.042
H -6.556696 -3.417399 -2.290147 -0.015 0.000 0.004
H 0.030561 -4.084910 -4.286034 -0.009 0.014 -0.004
H 0.652921 -6.411516 -3.829852 0.001 -0.003 0.003
H -0.318328 -7.612578 -1.898589 0.007 -0.009 0.003
H -1.910411 -6.442171 -0.404573 0.004 -0.016 0.006
H -2.487571 -4.099831 -0.815425 0.019 0.007 0.011
H -2.347181 -3.139666 -5.572525 0.004 -0.006 0.006
H -1.537862 -2.617097 -7.839850 -0.010 -0.009 -0.015
H 0.169706 -0.866020 -8.175649 0.014 0.007 -0.017
H 1.078460 0.362403 -6.234249 0.013 0.013 -0.005
H 0.278918 -0.160592 -3.960760 -0.029 -0.015 0.011
N 1.731378 1.188433 0.640468 0.038 0.243 0.143
P 1.610180 2.167906 1.901337 -0.213 -0.497 -0.192
N 0.356619 3.271624 1.811034 0.214 0.078 0.287
C 0.166143 3.930623 0.518955 0.060 0.045 -0.242
C -0.444046 5.316864 0.733547 -0.007 0.026 -0.099
C -1.370225 5.300603 1.952205 0.001 0.031 0.053
C -2.010550 3.924628 2.064066 -0.073 -0.082 0.051
C -0.938061 2.866048 2.361690 -0.251 -0.250 0.035
N 1.309356 1.289563 3.272902 0.013 0.303 0.165
C 1.280999 1.967136 4.586306 0.073 0.025 -0.075
C 2.053430 1.160613 5.619589 0.006 0.105 0.056
C 1.411624 -0.215822 5.829678 0.017 -0.011 0.063
C 0.815355 -0.744093 4.516775 -0.029 -0.041 -0.058
C 1.554016 -0.154307 3.326561 0.078 -0.216 -0.163
N 2.996184 3.027743 2.111404 -0.034 0.090 -0.307
C 3.223713 4.350657 1.498331 -0.146 0.051 0.153
C 4.618248 4.833540 1.856336 -0.033 0.087 0.035
C 5.669045 3.938694 1.196909 0.054 0.006 -0.042
C 5.232068 2.463542 1.227881 0.087 -0.087 -0.011
C 4.214398 2.225174 2.327727 -0.015 -0.075 0.190
H -0.485028 3.304986 -0.113003 0.031 0.067 0.034
H 1.111313 3.991779 -0.014413 0.000 0.000 -0.031
H -1.001069 5.593147 -0.164902 -0.003 0.012 0.007
H 0.341466 6.064111 0.858542 0.018 -0.017 0.027
H -2.126083 6.081916 1.878953 -0.013 -0.005 -0.023
H -0.796058 5.501103 2.859614 0.002 -0.002 0.001
H -2.532395 3.687835 1.132604 0.018 0.027 -0.019
H -2.762943 3.890504 2.853141 0.012 0.017 -0.002
H -1.260525 1.886505 1.946377 0.018 0.119 0.053
H -0.841567 2.734850 3.436241 -0.045 0.019 -0.040
H 0.248167 2.098098 4.926237 0.019 -0.035 0.039
H 1.715584 2.962253 4.466847 -0.034 -0.015 0.037
H 2.083999 1.718477 6.556330 0.001 -0.011 -0.002
H 3.089488 1.058891 5.288581 0.006 -0.019 -0.030
H 0.633399 -0.152619 6.591807 -0.016 0.004 -0.013
H 2.159569 -0.912583 6.211319 0.006 0.004 -0.014
H -0.240997 -0.469586 4.434344 0.013 0.009 0.001
H 0.863585 -1.834157 4.477423 0.013 0.008 0.012
H 1.230229 -0.625493 2.389065 -0.007 0.078 0.163
H 2.626916 -0.375033 3.403655 -0.021 -0.023 0.037
H 2.457249 5.033941 1.867429 0.015 0.001 -0.027
H 3.138455 4.299350 0.407777 0.024 0.013 -0.042
H 4.724440 4.828441 2.943486 0.015 -0.007 0.011
H 4.738392 5.870426 1.540563 -0.018 -0.017 -0.027
H 6.630275 4.066846 1.695413 -0.005 -0.009 0.036
H 5.815425 4.254026 0.162339 0.005 0.003 -0.007
H 6.089691 1.808777 1.388584 0.006 0.001 -0.019
H 4.783632 2.164580 0.277900 -0.039 0.028 -0.008
H 4.637678 2.487281 3.303462 0.024 -0.012 -0.020
H 3.933560 1.172758 2.371691 0.029 -0.004 -0.038
```
Forces are in eV/Å.

---

[2]
C21H31LuN5OS4 | ωB97M-V/def2-TZVPD

## Properties
Calculated total energy = -3995.75299 a.u.
2S+1 = 1
Charge = -1
Kohn-Sham gap (alpha / beta) = 4.0 / 4.2 eV

Geometry as XYZ:
```
63
Properties=species:S:1:pos:R:3:forces:R:3
Lu -0.340887 -0.831683 -0.130315 13.743 -13.524 -3.781
C -1.587867 0.255869 -2.718403 -1.074 0.386 -1.266
N -1.804313 -0.880921 -1.855175 0.075 -0.610 0.964
C -2.594469 -0.679518 -0.626402 -2.397 0.470 -0.937
C -1.853193 0.128144 0.457323 -10.538 2.422 4.771
N -1.678739 -0.523491 1.779454 -4.696 0.610 -1.276
C -2.746187 -1.399891 2.252633 -0.636 -0.493 -0.229
C -1.370487 0.438812 2.766594 -1.088 1.813 0.510
C -2.152493 1.422717 3.350738 0.123 -0.793 -0.744
C -1.582155 2.222704 4.349021 0.298 0.307 0.519
C -0.247452 2.020726 4.747903 0.005 -0.504 -0.506
C 0.523997 1.018432 4.153521 0.162 1.534 1.410
C -0.075902 0.258114 3.174151 0.665 -1.634 -0.838
S 0.534908 -1.044374 2.289717 5.146 -2.042 1.836
C -1.946743 -2.165472 -2.406263 -0.788 -1.774 -1.673
C -2.583691 -2.334479 -3.654720 0.026 -0.245 0.376
C -2.804064 -3.598451 -4.213022 0.147 0.353 0.228
C -2.382436 -4.735604 -3.536491 0.218 0.140 0.418
C -1.733996 -4.607338 -2.308907 -0.545 0.250 -0.822
C -1.510687 -3.343209 -1.741325 0.188 0.008 0.035
S -0.636053 -3.331221 -0.236594 -0.436 -0.691 0.558
H -2.520283 0.586222 -3.189224 -0.219 -0.113 -0.222
H -0.856364 0.028459 -3.502186 -0.264 -0.185 0.299
H -1.188543 1.103443 -2.151746 -0.647 -0.793 -1.080
H -3.022848 -1.610230 -0.248264 0.516 -0.123 -0.213
H -3.482038 -0.097278 -0.915794 0.074 0.155 0.142
H -2.432493 1.053652 0.588725 0.436 0.038 -0.015
H -0.872181 0.446756 0.082873 -5.058 9.039 1.900
H -3.727615 -0.919348 2.160419 -0.113 -0.006 0.128
H -2.607628 -1.684683 3.304019 0.286 0.344 -0.265
H -2.774261 -2.340255 1.697061 0.159 0.070 -0.117
H -3.179232 1.557338 3.040463 -0.147 0.080 0.033
H -2.175145 2.997192 4.821795 0.051 -0.026 -0.054
H 0.188618 2.637092 5.525624 -0.059 0.019 -0.006
H 1.548828 0.829120 4.445738 -0.216 0.007 0.153
H -2.947818 -1.467805 -4.193119 0.097 0.069 0.039
H -3.309725 -3.687148 -5.167307 0.033 0.065 0.016
H -2.545854 -5.722457 -3.952710 -0.008 0.023 -0.046
H -1.391700 -5.498686 -1.788567 0.011 0.290 0.019
C 4.511111 2.435986 -1.955676 0.231 0.155 0.054
C 3.542473 1.412097 -1.395731 -0.233 -0.465 -0.424
N 2.196688 1.959117 -1.314648 1.060 0.975 -1.096
C 1.322432 1.822850 -0.297157 0.165 -0.843 -0.259
S -0.307942 1.733494 -0.634688 2.096 4.132 -0.418
N 1.730454 1.756985 0.986415 0.792 0.323 1.634
C 2.870458 2.437843 1.581908 -0.467 0.347 0.199
C 3.639004 1.507305 2.500459 0.261 -0.170 0.118
H 5.517717 2.013206 -2.025762 -0.062 0.022 -0.053
H 4.555230 3.326727 -1.320718 -0.018 -0.064 -0.038
H 4.203925 2.757994 -2.956319 0.030 -0.058 0.109
H 3.879561 1.031423 -0.430246 -0.232 0.108 -0.011
H 3.489710 0.550393 -2.070708 0.265 -0.137 0.149
H 1.719815 2.018689 -2.207589 0.259 -0.098 0.293
H 0.947971 1.629030 1.618818 0.381 0.144 0.000
H 2.466322 3.274625 2.163014 0.286 0.192 0.100
H 3.520570 2.872415 0.820767 -0.157 -0.143 -0.095
H 2.996293 1.133802 3.304674 0.238 0.086 -0.324
H 4.486468 2.029955 2.953865 -0.021 0.005 0.011
H 4.022023 0.639785 1.953438 -0.088 0.085 0.039
O 2.845720 -1.741885 -3.506317 -0.773 0.347 -0.861
S 1.436829 -1.282406 -3.351543 1.075 -0.538 3.204
N 0.999299 -1.199083 -1.911326 0.420 0.410 -2.557
H 1.277060 -0.621599 1.043829 0.962 0.252 -0.040
```
Forces are in eV/Å.

---

[3]
C17H18FNOS | ωB97M-V/def2-TZVPD

## Properties
Calculated total energy = -1286.52608 a.u.
2S+1 = 1
Kohn-Sham gap = 8.9 eV

Geometry as XYZ:
```
39
Properties=species:S:1:pos:R:3:forces:R:3
F 2.373815 4.116676 2.741055 0.615 0.867 1.273
N -0.657505 -1.197133 3.312313 0.571 -0.392 -1.336
O -1.209431 -0.458434 2.252006 0.593 -0.598 -1.218
S -0.287163 -2.172842 -2.066491 -0.753 -2.892 -0.463
C 0.145156 -2.049611 2.706320 1.310 -1.228 1.906
C 0.183682 -2.007125 1.296858 -1.149 2.249 0.123
C -0.672364 -0.917111 1.093479 1.664 -1.702 -0.922
C 2.312480 1.974496 1.835624 -0.692 0.239 -0.768
C 0.753047 3.758939 1.121385 0.935 -2.174 0.528
C 1.650234 1.193565 0.889415 -2.007 0.528 -1.937
C 0.171906 2.966389 0.149721 0.760 -2.171 0.169
C 1.784496 3.243584 1.955249 -1.130 0.706 -1.396
C 0.498408 1.548334 0.018768 3.194 3.253 2.608
C 1.125599 -2.876154 3.542153 -2.079 0.387 2.384
C -1.593233 -0.291582 -3.452857 0.035 0.399 -0.285
C -2.531399 -0.835596 -2.300984 0.357 -0.375 -0.887
C -0.135122 -0.720250 -3.145547 -1.928 -0.842 3.283
C 0.674052 0.042626 -2.149451 0.293 3.211 0.279
C -1.646071 -1.435762 -1.153513 -0.672 0.430 -0.591
C -0.181468 0.675086 -0.963626 0.600 -0.951 -0.419
C -1.098361 -0.322715 -0.227453 -1.044 -0.947 0.962
H 0.831992 -2.537279 0.565032 -0.841 0.548 0.853
H 3.249620 1.646653 2.336037 -1.001 0.334 -0.373
H 0.305300 4.712275 1.174472 0.392 1.253 0.583
H 2.156861 0.321366 0.617542 0.324 -1.751 -0.105
H -0.426528 3.579933 -0.508512 -0.722 -0.799 -0.400
H 0.690310 -3.787867 4.056281 0.250 0.787 -1.097
H 1.957558 -3.138038 2.948467 0.996 -0.326 -0.441
H 1.403222 -2.263224 4.444652 0.150 -0.389 -1.093
H -1.735735 0.815340 -3.561688 0.439 -0.806 0.132
H -1.850398 -0.718062 -4.458211 0.024 0.236 1.019
H -3.116372 -0.009407 -1.885820 -0.287 -0.268 -0.195
H -3.170776 -1.616969 -2.813584 0.482 0.811 1.163
H 0.444488 -0.951716 -3.961693 1.129 -0.597 -2.036
H 1.051091 0.853750 -2.757685 0.379 1.202 0.356
H 1.572159 -0.478967 -1.832310 -0.200 -0.265 0.129
H -2.233721 -2.168102 -0.546727 0.690 0.399 -0.642
H -0.812064 1.376883 -1.460935 -0.858 0.287 -0.581
H -1.977764 0.128049 0.190258 -0.819 1.348 -0.566
```
Forces are in eV/Å.

---

[4]
C3H8S2 | ωB97M-V/def2-TZVPD

## Properties
SMILES = CCSSC
Calculated total energy = -915.45340 a.u.
2S+1 = 1
Kohn-Sham gap = 9.3 eV

Geometry as XYZ:
```
13
Properties=species:S:1:pos:R:3:forces:R:3
C 0.661211 -0.824968 1.329608 -0.109 -0.954 -0.018
C 1.671298 0.013014 0.553635 -1.780 0.159 -0.839
S 1.068855 0.269459 -1.203237 0.122 0.453 0.191
S -0.457511 1.695161 -1.040043 -0.376 -1.717 -0.074
C -1.960547 0.488670 -1.372778 1.658 2.577 0.968
H 0.520569 -0.629835 2.395612 0.530 0.221 -0.058
H -0.335502 -0.762914 0.906977 -0.116 0.222 -0.137
H 0.958601 -1.876313 1.208602 -0.210 0.153 0.231
H 2.591903 -0.549959 0.428261 0.347 0.584 0.145
H 1.721364 1.035163 0.905162 0.711 -0.058 0.375
H -2.810093 1.100925 -1.058908 -0.137 -0.182 -0.652
H -1.821103 -0.263518 -0.624852 0.010 -0.855 -0.291
H -1.809046 0.305115 -2.428039 -0.651 -0.603 0.158
```
Forces are in eV/Å.